# 1
C10H17N5S | ωB97M-V/def2-TZVPD

SMILES: NCCCCCCNc1nsc2nccn12
Total charge: 0
HOMO level, eV: -8.1
Frontier orbital gap, eV: 8.929

XYZ file:
```
33
Properties=species:S:1:pos:R:3:forces:R:3:lowdin_charge:R:1
N -0.03680 -0.70031 -3.62698 -1.230 0.711 -0.071 0.07
N 2.70101 0.10879 -1.21835 -0.568 -0.532 -0.221 -0.25
S 2.35433 -1.23094 -2.20409 -0.399 0.934 -0.360 0.98
C 0.84288 -0.48576 -2.68973 0.032 -1.548 -1.330 -0.66
C 1.69513 0.93261 -1.16027 1.472 -0.908 1.249 -0.45
C -0.96830 0.36269 -3.48086 2.058 -0.208 2.098 -0.10
C -0.57588 1.18754 -2.42567 -0.890 -0.766 -1.558 -0.05
N 0.59395 0.60336 -1.95069 0.198 2.028 1.332 0.00
N -1.43214 -3.40478 0.03036 0.016 -0.034 0.296 0.00
N 1.82906 1.94952 -0.24898 -0.934 0.527 -0.654 0.06
C -1.13468 -1.98352 0.13423 -0.171 -0.533 1.035 -0.31
C 0.73377 2.37407 0.63329 1.372 0.344 0.953 -0.19
C -1.31707 -1.54126 1.58816 -0.554 0.946 -0.418 -0.20
C 0.86131 1.74225 2.03285 0.000 -1.393 -1.398 -0.18
C -1.00892 -0.03191 1.75854 1.089 -0.681 -0.185 -0.19
C 0.53335 0.21926 1.99369 -0.951 0.586 0.581 -0.17
H -1.87470 0.47598 -4.02969 -0.188 -0.189 -0.514 0.09
H -1.08877 2.07831 -2.08226 0.575 -0.188 0.260 0.11
H -1.38329 -3.69654 -0.92980 0.129 -0.303 -0.230 0.06
H -0.76964 -3.94250 0.58669 -0.145 0.040 -0.322 0.07
H 2.76102 1.90612 0.17061 -0.642 -0.005 -0.157 0.14
H -1.79243 -1.45369 -0.52937 -0.575 0.387 -0.187 0.11
H -0.14295 -1.73024 -0.18594 0.935 0.158 -0.239 0.08
H -0.22149 2.16826 0.20775 -0.563 -0.250 -0.526 0.08
H 0.81776 3.44992 0.75977 -0.131 0.234 -0.136 0.11
H -2.36045 -1.72892 1.88148 0.283 -0.098 -0.074 0.11
H -0.67698 -2.12559 2.25005 0.052 -0.103 0.019 0.11
H 0.20586 2.25320 2.69689 -0.648 0.400 0.683 0.10
H 1.87267 1.90925 2.37536 0.383 0.035 0.212 0.10
H -1.61358 0.37554 2.56627 0.286 0.080 0.353 0.10
H -1.36791 0.49403 0.87163 0.121 -0.005 -0.188 0.09
H 1.17785 -0.28984 1.26364 -0.363 0.116 -0.088 0.10
H 0.78602 -0.24491 2.96145 -0.050 0.218 -0.214 0.11
```
Positions in Å, forces in eV/Å.



# 2
CH4N2S | ωB97M-V/def2-TZVPD

SMILES: N=C=S.N
Total charge: 0
HOMO level, eV: -9.5
Frontier orbital gap, eV: 10.188

XYZ file:
```
8
Properties=species:S:1:pos:R:3:forces:R:3:lowdin_charge:R:1
C 0.65332 -0.89437 -0.60524 -1.543 0.253 -5.097 -0.89
N -0.65350 0.89663 0.66421 -0.423 0.533 5.361 -0.13
N 0.26882 -0.52679 -1.71418 1.418 -1.041 0.925 0.10
S 0.95272 -1.50631 0.77900 0.928 -1.018 1.351 0.74
H 0.32145 0.58782 1.05353 -1.786 2.039 -1.075 -0.07
H -0.88748 1.94080 1.01382 1.070 -2.879 -0.981 0.06
H -1.11907 0.31347 1.52296 0.475 1.652 -2.682 0.06
H 0.46375 -0.81127 -2.71411 -0.139 0.462 2.198 0.12
```
Positions in Å, forces in eV/Å.



Computed energy relative to the best compared isomer or geometry (same formula, charge and spin) (kJ/mol) in order:
0.0, 193.1